The following is a DFT calculation (wB97M-V/def2-TZVPD) of a structure of composition C13H18BFInN2O6.

ORCA input file:
```
! RIJCOSX wB97M-V def2-TZVPD def2/J DEFGRID3
* xyz -1 1
C 1.6376 0.6763 -0.6641
B 0.5178 0.6643 -1.7636
O 0.8811 1.0063 -3.0731
In -1.6602 0.1866 -1.1928
C -2.7191 -1.1598 -2.6514
C -2.1151 -2.4818 -2.7858
O -1.9820 -3.3749 -2.0120
F -1.5785 -2.6845 -4.0680
C -2.9276 1.9697 -0.9196
C -4.2448 1.8689 -0.1502
O -4.0401 1.7230 1.2528
C -5.1365 0.6924 -0.5665
N -4.8171 -0.5399 0.1566
O -1.4367 -0.8278 0.7420
C -1.1373 -0.0296 1.6496
N -0.8472 0.7065 2.4988
H 2.3219 -0.1725 -0.8032
H 2.2490 1.5867 -0.7203
H 1.2070 0.6095 0.3405
H 1.2223 0.2738 -3.5936
H -2.7055 -0.6237 -3.6011
H -3.7542 -1.2607 -2.3175
H -2.2930 2.7139 -0.4197
H -3.1469 2.3475 -1.9258
H -4.8230 2.7916 -0.3388
H -3.3869 2.3686 1.5408
H -6.1860 0.9418 -0.3614
H -5.0446 0.5857 -1.6593
H -3.8731 -0.5371 0.5280
H -4.9103 -1.3535 -0.4366
C 4.2906 -0.8485 3.1823
C 4.0198 -0.4957 1.9281
C 5.1043 -0.3425 0.9221
O 4.8603 -0.0173 -0.2183
C 6.4995 -0.5970 1.3703
C 6.7656 -0.9505 2.6237
C 5.6809 -1.1052 3.6289
O 5.9357 -1.4290 4.7702
H 3.5184 -0.9630 3.9323
H 3.0134 -0.2986 1.5796
H 7.2695 -0.4771 0.6184
H 7.7708 -1.1425 2.9775
*
```

For the HOMO energy, the calculation gives -0.1791 Eh. The calculation puts the orbital gap at 0.1925 Eh. For the LUMO energy, the calculation gives 0.363 eV. As for the strongest force on any atom: 0.0157 hartree/bohr.